C23H44NO3 | ωB97M-V/def2-TZVPD

The HOMO energy is -1.55 eV. The total energy is -1183.12433 hartree. Its charge is -1. The calculation puts the gap between HOMO and LUMO at 0.151 hartree. The max |F| comes out at 0.0305 Eh/bohr.

Last column: Mulliken charge in e.
Element x y z (Å)
C  5.628  0.727  -1.175  -1.500
C  4.336  0.306  -0.460  0.075
C  3.061  0.394  -1.336  0.523
N  2.830  1.658  -2.024  -0.196
C  1.776  2.563  -1.418  -1.481
C  1.989  2.659  0.113  0.239
C  1.336  3.934  0.722  -1.083
C  2.418  4.822  1.370  -0.809
O  3.081  4.085  2.413  -0.546
C  0.404  1.879  -1.812  -1.256
C  -0.406  1.140  -0.759  0.480
C  -1.052  1.716  0.311  -0.003
C  -1.775  0.993  1.233  -0.867
C  -1.894  -0.369  1.123  1.188
C  -2.662  -1.180  2.149  -1.600
C  -1.286  -0.970  0.034  -0.638
C  -0.564  -0.243  -0.878  -0.495
H  5.810  0.181  -2.103  0.279
H  6.459  0.582  -0.470  0.445
H  5.590  1.813  -1.331  0.358
H  4.428  -0.752  -0.160  0.088
H  4.223  0.861  0.481  0.291
H  3.200  -0.389  -2.110  0.286
H  2.224  0.053  -0.722  -0.980
H  3.658  2.237  -2.073  0.406
H  1.758  1.739  0.700  0.050
H  3.070  2.819  0.231  0.512
H  0.864  4.496  -0.094  0.440
H  0.617  3.706  1.525  0.377
H  3.138  5.152  0.618  0.370
H  1.901  5.656  1.872  0.389
H  2.481  3.383  2.686  0.316
H  0.570  1.194  -2.650  0.516
H  -0.248  2.674  -2.221  0.429
H  -1.003  2.793  0.451  0.540
H  -2.235  1.514  2.072  0.261
H  -3.466  -1.781  1.716  0.289
H  -3.013  -0.504  2.936  0.356
H  -1.944  -1.850  2.645  0.363
H  -1.417  -2.051  -0.043  0.362
H  -0.115  -0.778  -1.712  0.198
C  -7.912  -0.333  -0.236  -1.125
C  -6.663  -1.162  -0.484  0.018
O  -6.082  -0.957  -1.757  -0.441
C  -5.655  0.368  -2.040  -0.549
C  -4.605  0.895  -1.080  -0.814
H  -8.663  -0.535  -1.002  0.274
H  -8.335  -0.570  0.742  0.417
H  -7.701  0.737  -0.257  0.268
H  -6.923  -2.221  -0.442  0.364
H  -5.920  -0.994  0.304  0.006
H  -6.519  1.042  -2.087  0.313
H  -5.235  0.337  -3.047  0.350
H  -4.981  0.957  -0.057  0.259
H  -4.287  1.895  -1.377  0.478
H  -3.732  0.241  -1.067  0.180
C  2.173  -5.432  0.099  -1.030
C  3.312  -4.442  -0.083  -0.399
O  2.888  -3.103  -0.228  -0.302
C  2.154  -2.557  0.857  0.559
C  2.920  -2.542  2.169  -1.324
H  1.479  -5.372  -0.741  0.283
H  2.563  -6.450  0.159  0.395
H  1.605  -5.238  1.010  0.249
H  3.854  -4.684  -0.998  0.338
H  4.036  -4.526  0.737  0.326
H  1.195  -3.077  0.966  0.238
H  1.916  -1.533  0.577  -0.352
H  3.176  -3.549  2.507  0.366
H  2.320  -2.071  2.949  0.407
H  3.852  -1.986  2.059  0.276